P | Formula: C3H6N2O3
Source: OMol25
Level of theory: ωB97M-V/def2-TZVPD

Its total charge is 0. For the HOMO energy, the calculation gives -0.30525 hartree. The value obtained for the orbital gap is 9.157 eV.

Cartesian coordinates (Å):
O 1.1508 2.0638 -0.6554
C 0.8265 1.4367 0.5478
C 0.0988 0.1283 0.4499
O -1.0638 0.4793 -0.3919
N -1.8636 -0.6015 -0.3191
C -1.2386 -1.8046 -0.1792
N 0.2009 -1.7900 -0.2242
O 0.9164 -0.6240 -0.3083
H 0.4573 2.3556 -1.2762
H 0.2126 2.0912 1.1462
H 1.6816 1.5870 1.0267
H -0.2407 -0.3704 1.2741
H -1.9581 -2.5132 -0.3476
H 0.8198 -2.4382 -0.7429

***

Q | Formula: C3H6N2O3
Source: OMol25
Level of theory: ωB97M-V/def2-TZVPD

Its total charge is 0. For the HOMO energy, the calculation gives -0.34319 hartree. The value obtained for the orbital gap is 9.208 eV.

Cartesian coordinates (Å):
C 1.5163 -1.1192 -0.2763
C 0.4197 -0.2041 -0.1485
C -1.5321 1.3910 0.1501
H 1.9177 -2.0841 1.5783
H 2.0067 -0.5229 -1.1561
H 1.2659 -2.1659 -0.3001
H 0.7885 0.8178 0.0063
H -0.3123 1.9886 -1.6034
H -2.0376 2.4560 0.1277
N -1.0125 1.2896 -1.1409
N -1.4780 0.3905 1.0120
O 2.3319 -0.8671 1.0262
O -0.4589 -0.1156 -1.3387
O -0.4503 -0.5994 0.7996

***

R | Formula: C3H6N2O3
Source: OMol25
Level of theory: ωB97M-V/def2-TZVPD

Its total charge is 0. For the HOMO energy, the calculation gives -0.36100 hartree. The value obtained for the orbital gap is 10.584 eV.

Cartesian coordinates (Å):
C -0.8331 0.7526 -0.7411
C -1.9674 0.8195 0.2951
C -0.7692 -0.6921 -0.3126
N 0.0770 -1.5971 -0.3580
N 3.1416 0.1856 0.0421
O 4.0025 0.7409 0.5876
O 2.4329 -0.7448 0.8143
O -1.8246 -0.5430 0.6294
H -1.0953 0.8560 -1.7948
H 0.0787 1.1430 -0.3330
H -1.7086 1.3907 1.1687
H -3.0240 1.2315 -0.0320
H -0.2203 -2.5654 -0.0656
H 1.7097 -0.9773 0.0999

***

Relative energies in hartree: P 0.0781; Q 0.1456; R 0.0000

***

P | Formula: C3H6N2O3
Source: OMol25
Level of theory: ωB97M-V/def2-TZVPD

Its total charge is 0. For the HOMO energy, the calculation gives -0.35103 hartree. The value obtained for the orbital gap is 10.084 eV.

Cartesian coordinates (Å):
N 1.9499 0.8476 1.3096
C 1.1018 -0.0232 0.4681
O 1.4994 -0.9061 -0.1576
C -0.4802 0.3163 0.6876
N -1.3769 -0.4731 0.0306
C -1.3882 -0.6323 -1.3324
O -1.9675 -1.5290 -1.9142
O -0.3713 -0.0068 -2.0392
H 1.6176 1.7762 1.5512
H 2.8650 0.5808 1.5102
H -0.7955 1.4130 0.5201
H -0.5348 0.0773 1.7999
H -1.8901 -1.2441 0.6495
H -0.2291 -0.1965 -3.0837

***

Q | Formula: C3H6N2O3
Source: OMol25
Level of theory: ωB97M-V/def2-TZVPD

Its total charge is 0. For the HOMO energy, the calculation gives -0.35181 hartree. The value obtained for the orbital gap is 10.117 eV.

Cartesian coordinates (Å):
C -1.7791 0.5726 0.8717
C -0.5481 -0.0107 0.2617
N 0.4865 -0.4759 0.8699
O -0.2185 -0.6943 2.2459
O -0.4731 0.2008 -1.0715
N 0.5469 -0.5363 -1.6249
C 1.8157 0.1705 -1.8001
O 2.1175 1.3103 -1.6942
H -2.0358 1.5429 0.1185
H -1.3590 1.1668 1.6403
H -2.4661 -0.3815 1.1398
H 0.8688 -0.7596 2.7405
H 0.4982 -1.6178 -1.3696
H 2.5461 -0.4878 -2.3280

***

Relative energies in hartree: P 0.0000; Q 0.2077

***

P | Formula: C4H7N2O
Source: OMol25
Level of theory: ωB97M-V/def2-TZVPD

Its total charge is +1. For the HOMO energy (alpha / beta), the calculation gives -0.57037 / -0.57035 hartree. The value obtained for the orbital gap (alpha / beta) is 9.187 / 9.187 eV.

Cartesian coordinates (Å):
C 0.3772 -0.0020 -0.5685
C -0.4118 -1.5989 0.1701
C 1.3199 1.0873 -0.9721
C -1.5532 0.5745 1.1400
N -0.6568 -0.1494 0.2672
N 0.6439 -1.3814 -0.6435
O -0.8199 -2.8870 0.7597
H 1.1241 1.9533 -0.5090
H 1.2571 1.2969 -2.0470
H 2.2835 0.8006 -0.7155
H -1.1435 0.2700 2.1783
H -1.3836 1.5962 0.8674
H -2.5003 0.3166 0.9825
H 1.4635 -1.8767 -0.9096

***

Q | Formula: C4H7N2O
Source: OMol25
Level of theory: ωB97M-V/def2-TZVPD

Its total charge is +1. For the HOMO energy (alpha / beta), the calculation gives -0.52313 / -0.52313 hartree. The value obtained for the orbital gap (alpha / beta) is 8.568 / 8.566 eV.

Cartesian coordinates (Å):
C 0.5318 2.2793 2.2451
N 0.0958 1.4941 1.1903
C -0.0633 0.8779 0.2554
C -0.3872 0.0776 -0.7428
N -0.0109 -1.2807 -0.7724
C -0.5327 -2.1189 -1.8042
O 0.8936 -1.6987 -0.0635
H 0.9855 3.2284 1.8561
H 1.4482 1.6756 2.5911
H -0.0488 2.5056 3.1620
H -0.9061 0.3741 -1.5621
H 0.1958 -2.9827 -2.1477
H -0.9149 -1.6335 -2.8373
H -1.2867 -2.7982 -1.3700

***

R | Formula: C4H7N2O
Source: OMol25
Level of theory: ωB97M-V/def2-TZVPD

Its total charge is +1. For the HOMO energy, the calculation gives -0.51687 hartree. The value obtained for the orbital gap is 9.559 eV.

Cartesian coordinates (Å):
C 2.5136 -0.1534 0.4522
C 3.4857 -0.5887 -0.3442
C 0.8562 1.6013 -0.1492
C -2.5096 0.4806 0.1323
N 1.6442 0.8053 0.1029
N -3.3854 -0.4950 -0.0660
O -1.3218 0.4329 -0.1620
H 2.3279 -0.5453 1.4433
H 3.6472 -0.1984 -1.3354
H 4.1517 -1.3636 -0.0057
H 0.1178 2.3215 -0.3907
H -2.9503 1.3742 0.5990
H -3.0986 -1.3585 -0.5028
H -4.3519 -0.3919 0.1923

***

S | Formula: C4H7N2O
Source: OMol25
Level of theory: ωB97M-V/def2-TZVPD

Its total charge is +1. For the HOMO energy, the calculation gives -0.54716 hartree. The value obtained for the orbital gap is 11.100 eV.

Cartesian coordinates (Å):
C -0.1325 1.7032 -0.7345
N -0.1653 0.3961 -0.3376
C -0.8549 -0.6442 -0.8757
C -0.6060 -1.7688 -0.1264
C 0.1583 -1.3646 0.9171
N 0.4583 -0.1152 0.7125
O 1.4425 0.7243 1.2030
H 0.2191 2.2694 0.1556
H 0.6948 1.7842 -1.5655
H -1.1636 1.8142 -1.2488
H -1.5895 -0.5065 -1.6355
H -1.0093 -2.8016 -0.1047
H 0.6186 -1.9822 1.6426
H 1.9294 0.4917 1.9978

***

Relative energies in hartree: P 0.0910; Q 0.1058; R 0.0000; S 0.0596

***

P | Formula: C7H10
Source: OMol25
Level of theory: ωB97M-V/def2-TZVPD

Its total charge is 0. For the HOMO energy, the calculation gives -0.28592 hartree. The value obtained for the orbital gap is 8.832 eV.

Cartesian coordinates (Å):
C -2.3873 0.1317 -0.1817
C -2.1170 1.1136 -1.0347
C 0.1633 -1.3242 0.4652
C 0.9019 -1.0290 -0.8177
C 1.8371 -0.6764 0.2975
C 1.5657 0.7220 0.7479
C 0.6043 -0.2725 1.3149
H -2.3949 -0.9125 -0.4862
H -2.5951 0.3262 0.8684
H -1.9043 0.9144 -2.0833
H -2.0938 2.1547 -0.7201
H 1.0925 -1.9056 -1.4342
H 0.6391 -0.1539 -1.4197
H 2.6689 -1.2725 0.6502
H 1.2375 1.4035 -0.0358
H 2.2473 1.1606 1.4727
H 0.5349 -0.3802 2.3967

***

Q | Formula: C7H10
Source: OMol25
Level of theory: ωB97M-V/def2-TZVPD

Its total charge is 0. For the HOMO energy, the calculation gives -0.33823 hartree. The value obtained for the orbital gap is 10.353 eV.

Cartesian coordinates (Å):
C 1.0296 -1.7919 1.5576
C 0.3208 -0.9270 1.1049
C -0.1809 0.2476 0.4158
C -0.8250 0.0266 -0.9512
C -0.2101 -1.1362 -1.7336
C 0.7980 1.3880 0.6039
C -0.5733 1.4775 1.2008
H 1.7134 -2.5140 1.9282
H -0.7178 0.9618 -1.5187
H -1.9023 -0.1462 -0.8270
H 0.8823 -1.0406 -1.7900
H -0.6162 -1.1705 -2.7519
H -0.4319 -2.0938 -1.2448
H 1.6214 1.1750 1.2814
H 1.0570 1.9951 -0.2569
H -1.2834 2.1337 0.7009
H -0.6814 1.4148 2.2808

***

R | Formula: C7H10
Source: OMol25
Level of theory: ωB97M-V/def2-TZVPD

Its total charge is 0. For the HOMO energy, the calculation gives -0.33885 hartree. The value obtained for the orbital gap is 10.409 eV.

Cartesian coordinates (Å):
C 1.2389 1.6031 -0.8756
C 0.2553 0.7861 -1.2420
C -0.0686 -0.5928 -0.7087
C 1.0223 -1.2256 0.1511
C -1.3717 -0.2473 0.1070
C -1.1380 0.5046 1.3606
C -1.7630 -0.6023 1.6111
H 2.1902 1.2900 -0.4560
H 1.1598 2.6430 -1.1635
H -0.4721 1.2066 -1.9429
H -0.2753 -1.2451 -1.5727
H 0.6858 -2.2057 0.5065
H 1.9603 -1.3702 -0.3973
H 1.2459 -0.6178 1.0351
H -2.1513 0.0394 -0.6287
H -0.4534 1.2509 1.7368
H -2.0650 -1.2169 2.4793

***

S | Formula: C7H10
Source: OMol25
Level of theory: ωB97M-V/def2-TZVPD

Its total charge is 0. For the HOMO energy, the calculation gives -0.29108 hartree. The value obtained for the orbital gap is 8.315 eV.

Cartesian coordinates (Å):
C -1.4070 0.6042 -1.4398
C -1.7016 -0.4320 -0.3433
C -0.6429 -0.6555 -1.4667
C 0.7727 -0.6432 -1.0289
C 1.1275 -0.1388 0.1523
C 0.0980 0.3261 1.1526
C -1.3169 -0.1354 1.0101
H -2.2153 0.7524 -2.1495
H -0.8843 1.5098 -1.1447
H -2.6507 -0.9444 -0.4906
H -0.9244 -1.3882 -2.2190
H 1.5142 -1.0492 -1.7130
H 2.1725 -0.1254 0.4559
H 3.1859 0.4682 2.8404
H 0.4462 0.1468 2.1779
H -0.0210 1.4272 1.1190
H 2.5870 0.1461 3.1403

***

Relative energies in hartree: P 0.1000; Q 0.0000; R 0.0451; S 0.0927